Molecular formula: C3H5NS
Method: DFT, ωB97M-V/def2-TZVPD

For the energy relative to the best compared isomer or geometry (same formula, charge and spin), the calculation gives 18.7 kcal per mole. For the total energy, the calculation gives -15516.0608 eV. The lowest unoccupied orbital energy comes out at 0.6 eV.

The geometry in ORCA input format:
```
! wB97M-V def2-TZVPD RIJCOSX def2/J DEFGRID3
* xyz 0 1
C 0.694 -0.930 -0.248
C 0.165 0.400 0.172
S -0.344 1.176 -1.384
C -1.104 0.222 0.859
N -1.960 0.004 1.591
H 1.750 -0.946 -0.534
H -0.074 -1.509 -0.846
H 0.650 -1.674 0.677
H 1.059 0.941 0.520
H -0.836 2.315 -0.807
*
```

Atom charges from the natural (NBO) analysis, given in e for atoms 1 to 6: number 1, C, carries -0.631; number 2, C, carries -0.457; number 3, S, carries 0.007; number 4, C, carries 0.263; number 5, N, carries -0.295; number 6, H, carries 0.239